(w)
The ion C7H13N2 with charge +1. Source: the Open Molecules 2025 dataset; level of theory: ωB97M-V/def2-TZVPD.

XYZ file:
```
22
Properties=species:S:1:pos:R:3:nbo_charge:R:1
C -1.9345 -0.7087 -1.0487 0.067
C -2.0218 0.6666 -0.8429 -0.185
C -0.0186 1.1277 0.1045 0.368
C 0.6793 0.4361 2.1396 -0.614
C 2.5204 1.6131 0.6727 -0.655
C -0.5096 -2.6660 -1.3486 -0.453
C 1.0871 1.1361 0.8242 0.038
N -0.7150 -1.2731 -0.9797 -0.582
N -1.1672 1.5051 -0.2655 -0.469
H -2.9455 -1.1769 -1.2584 0.242
H -2.9499 1.0707 -1.2639 0.229
H 0.9885 -0.6665 2.1582 0.253
H -0.3479 0.5310 2.3173 0.228
H 1.3077 0.8505 2.9668 0.244
H 2.8821 1.7654 1.6410 0.245
H 2.7399 2.5153 0.1320 0.254
H 3.2650 0.8780 0.3574 0.265
H -1.1503 -3.4684 -0.8324 0.237
H -0.4605 -2.8120 -2.4396 0.210
H 0.5082 -3.0680 -1.1665 0.228
H -0.1322 -0.6546 -1.6454 0.399
H -1.6252 2.3986 -0.2220 0.452
```

SMILES: CN/C=C\[NH+]=C=C(C)C
HOMO level (eV): -12.186
Multiplicity: 1
Net charge: +1

(x)
The ion C7H13N2 with charge +1. Source: the Open Molecules 2025 dataset; level of theory: ωB97M-V/def2-TZVPD.

XYZ file:
```
22
Properties=species:S:1:pos:R:3:nbo_charge:R:1
C -1.6554 1.2057 0.0341 0.071
C -1.9617 -0.0561 -0.2495 -0.217
C 2.6440 -0.7026 -0.2203 -0.294
C 1.4819 -0.3211 -0.6816 -0.257
C 0.3087 0.0036 0.0783 0.103
C 0.6036 2.4037 0.3523 -0.398
C -1.1256 -2.1551 0.4577 -0.425
N -0.3088 1.3137 0.0512 -0.407
N -0.8445 -0.9619 -0.3940 -0.349
H -2.4493 1.9724 -0.0180 0.272
H -2.7857 -0.3957 -0.7020 0.220
H 3.4918 -0.8120 -0.9009 0.256
H 2.5609 -0.5923 0.8291 0.207
H 1.2206 -0.3421 -1.8041 0.195
H 0.5821 -0.0894 1.1095 0.206
H 1.1431 2.1508 1.2217 0.198
H 1.2275 2.5277 -0.4680 0.216
H 0.0454 3.3680 0.5508 0.240
H -1.5470 -1.8449 1.4857 0.255
H -1.9166 -2.8459 0.0811 0.256
H -0.1268 -2.5781 0.5015 0.224
H -0.5882 -1.2485 -1.3148 0.429
```

SMILES: C=C[C@H]1N(C)C=C[N@@H+]1C
HOMO level (eV): -12.276
Multiplicity: 1
Net charge: +1

How far above the most stable structure does each one sit? In eV: (w) 0.791; (x) 0.000.

(w)
A structure of composition C7H13N2. Source: the Open Molecules 2025 dataset; level of theory: ωB97M-V/def2-TZVPD.

XYZ file:
```
22
Properties=species:S:1:pos:R:3:nbo_charge:R:1
C -1.4951 -0.9508 -1.0024 -0.482
C 2.7709 0.5355 0.2771 -0.450
C 0.1376 1.1936 -0.6355 -0.494
C 2.5937 -1.0308 0.5208 -0.241
C -1.0754 1.0856 0.3344 -0.200
C -2.8759 -0.4706 0.8796 0.087
C 1.2700 0.3791 -0.0295 0.279
N 1.2554 -0.9230 0.0097 -0.441
N -1.8988 -0.1968 0.1125 -0.207
H -0.3687 -1.1386 -1.0347 0.312
H -2.0980 -1.8980 -1.1341 0.240
H 3.0913 1.1164 1.1122 0.228
H 3.3097 0.8456 -0.5337 0.231
H -0.1114 0.9034 -1.6341 0.257
H 0.3594 2.3384 -0.7680 0.269
H 3.3855 -1.6674 -0.0486 0.220
H 2.7766 -1.4408 1.5570 0.225
H -0.8530 1.0465 1.3337 0.227
H -1.7290 1.9046 0.1691 0.232
H -3.3266 -1.4746 0.6538 0.232
H -3.2662 0.2138 1.6984 0.248
H -1.8521 -0.3710 -1.8379 0.231
```

HOMO level (eV): -13.388
Multiplicity: 1
Net charge: +1

(x)
A cluster of 2 separate species, C7H13N2 in total. Source: the Open Molecules 2025 dataset; level of theory: ωB97M-V/def2-TZVPD.

XYZ file:
```
22
Properties=species:S:1:pos:R:3:nbo_charge:R:1
C 3.2744 0.5308 1.0904 -0.490
C 2.7690 -0.0455 0.0814 0.172
C -2.4177 1.2872 -0.4224 -0.466
C -0.8949 1.6417 -0.2922 -0.227
C -2.4643 -0.1649 -0.0664 0.119
C -0.7620 -1.9061 0.3910 -0.419
C 2.2457 -0.6153 -0.9763 -0.617
N -0.3154 0.3338 -0.0287 -0.437
N -1.2418 -0.5844 0.0860 -0.034
H 4.0048 0.0235 1.7438 0.264
H -3.0716 1.7554 0.1641 0.248
H -2.7245 1.5196 -1.4191 0.254
H -0.4284 2.1518 -1.1501 0.240
H -0.6826 2.2572 0.7102 0.218
H -3.3105 -0.9352 -0.1274 0.260
H 2.7807 1.1906 1.7119 0.240
H -0.5113 -2.5304 -0.4155 0.246
H 0.1370 -1.6660 1.0423 0.243
H -1.6481 -2.3056 0.9050 0.243
H 1.8797 -1.6137 -0.8315 0.236
H 2.6973 -0.4044 -1.9267 0.261
H 0.6845 0.0798 -0.2699 0.445
```

HOMO level (eV): -12.962
Multiplicity: 1
Net charge: +1

(y)
The ion C7H13N2 with charge +1. Source: the Open Molecules 2025 dataset; level of theory: ωB97M-V/def2-TZVPD.

XYZ file:
```
22
Properties=species:S:1:pos:R:3:nbo_charge:R:1
C 0.9063 -0.4946 1.4566 -0.271
C -0.1785 -2.3462 0.6814 0.246
C -0.3902 -0.4455 -0.7569 0.562
C -0.9801 0.1430 -1.9792 -0.699
C 1.3980 1.2386 -0.2577 -0.582
C -0.8664 1.3884 0.8500 -0.595
C 0.2321 0.4023 0.3405 -0.130
N 0.2173 -1.6962 1.7051 -0.314
N -0.5460 -1.6871 -0.4804 -0.509
H 0.8881 0.0666 2.4570 0.244
H -0.4433 -3.3117 0.6521 0.200
H -0.0984 0.1618 -2.6510 0.281
H -1.2239 1.1720 -1.7253 0.267
H -1.8475 -0.3925 -2.3531 0.263
H 2.0603 0.3768 -0.5063 0.207
H 1.8432 1.7117 0.6234 0.240
H 1.2134 1.9195 -1.0043 0.228
H -0.3727 2.2817 1.1333 0.238
H -1.3269 0.8925 1.6497 0.228
H -1.5764 1.7133 0.1544 0.221
H 1.9750 -0.7612 1.2282 0.244
H -0.8833 -2.3331 -1.2172 0.433
```

SMILES: CC1=[NH+]C=NCC1(C)C
HOMO level (eV): -14.119
Multiplicity: 1
Net charge: +1

How far above the most stable structure does each one sit? In eV: (w) 1.574; (x) 2.991; (y) 0.000.

(w)
A structure of composition C4H6N2O2. Source: the Open Molecules 2025 dataset; level of theory: ωB97M-V/def2-TZVPD.

XYZ file:
```
14
Properties=species:S:1:pos:R:3:nbo_charge:R:1
C -0.5140 1.5480 -1.4587 -0.259
C -0.0656 0.4697 -0.4145 0.505
C 0.6622 -1.3495 0.5083 -0.158
C 0.1953 -0.5877 1.4672 0.488
H 0.8116 0.0937 -2.4611 0.395
H -0.8922 0.0427 -2.9797 0.343
H 0.0323 2.3393 -1.3131 0.197
H -1.5484 1.6951 -1.2606 0.207
H 0.9914 -2.4641 0.6423 0.232
H -0.7945 -0.5368 3.3174 0.513
N -0.2153 0.8713 -2.9263 -0.826
N 0.6231 -0.6886 -0.7566 -0.518
O 0.0290 -0.8844 2.8057 -0.691
O -0.4193 0.5180 0.8470 -0.428
```

HOMO level (eV): -9.021
Multiplicity: 1
Net charge: 0

(x)
An isolated molecule of C4H6N2O2. Source: the Open Molecules 2025 dataset; level of theory: ωB97M-V/def2-TZVPD.

XYZ file:
```
14
Properties=species:S:1:pos:R:3:nbo_charge:R:1
C 0.8469 -0.1312 -0.0213 0.070
C 0.4990 -1.4161 0.0494 -0.157
C -1.3875 -0.2168 0.0269 0.405
C -0.3225 0.6380 0.0520 0.058
H 2.9393 -0.1471 0.0817 0.379
H 2.4784 1.2348 -0.5539 0.397
H 1.2739 -2.1352 0.1010 0.206
H -1.5473 -2.3235 -0.1803 0.427
H -2.6372 1.1055 -0.0325 0.498
H -0.1485 2.3931 0.7606 0.480
N 2.1060 0.3763 -0.1144 -0.847
N -0.8957 -1.5477 0.0057 -0.552
O -2.6802 0.1599 -0.1395 -0.665
O -0.5246 2.0100 -0.0353 -0.700
```

SMILES: Nc1c[nH]c(O)c1O
HOMO level (eV): -7.107
Multiplicity: 1
Net charge: 0

How far above the most stable structure does each one sit? In eV: (w) 2.349; (x) 0.000.

(w)
An isolated molecule of C4H6N2O2. Source: the Open Molecules 2025 dataset; level of theory: ωB97M-V/def2-TZVPD.

XYZ file:
```
14
Properties=species:S:1:pos:R:3:nbo_charge:R:1
C -0.6778 1.3084 1.4345 -0.437
C 0.0369 0.1655 -0.5181 0.262
C -0.6718 -0.6472 -1.2296 -0.029
C 1.2260 -1.8320 -0.7005 0.875
H -1.7820 1.2578 1.6008 0.201
H -0.1883 1.9812 2.2109 0.213
H -0.3036 0.2647 1.7005 0.204
H -1.1855 1.7386 -0.4979 0.385
H -1.4922 -0.4697 -1.9622 0.219
H 2.0602 -0.0649 0.2254 0.432
N -0.3517 1.3850 -0.0604 -0.611
N 1.2030 -0.4985 -0.1519 -0.646
O 0.0458 -1.8903 -1.4015 -0.473
O 2.0811 -2.6986 -0.6498 -0.595
```

SMILES: CNc1coc(=O)[nH]1
HOMO level (eV): -8.533
Multiplicity: 1
Net charge: 0

(x)
An isolated molecule of C4H6N2O2. Source: the Open Molecules 2025 dataset; level of theory: ωB97M-V/def2-TZVPD.

XYZ file:
```
14
Properties=species:S:1:pos:R:3:nbo_charge:R:1
C 0.6576 1.4632 -0.2774 -0.091
C -0.7695 1.3889 0.5991 -0.530
C -1.5190 0.5330 -0.4103 0.086
C 0.5006 -1.5291 -0.0805 0.305
H 0.1761 0.9682 -1.3860 0.203
H 1.0282 2.5978 -0.4513 0.230
H -1.3098 2.2829 0.4342 0.218
H -0.9907 1.2461 1.7134 0.271
H -2.0851 1.1741 -1.3189 0.231
H 0.7563 -2.4165 -0.6276 0.199
N -1.6663 -0.7794 -0.3772 -0.147
N 1.6282 -0.8191 -0.2433 -0.146
O -0.6890 -1.3103 0.6667 -0.431
O 1.8732 0.5853 0.2076 -0.399
```

SMILES: C1=N\O/C=N\OCC/1
HOMO level (eV): -9.841
Multiplicity: 1
Net charge: 0

How far above the most stable structure does each one sit? In eV: (w) 0.000; (x) 7.124.